Entry 1:
{"formula": "C5H9NO", "method": "ωB97M-V with the def2-TZVPD basis set", "symbols": ["C", "C", "C", "C", "C", "N", "O", "H", "H", "H", "H", "H", "H", "H", "H", "H"], "coordinates": [[-2.2294, 0.0076, 0.3612], [-0.8232, -0.2079, -0.2905], [0.0979, 0.9488, -0.5527], [1.5231, 0.4798, -0.4020], [1.4376, -0.8417, 0.4594], [0.0459, -1.3073, 0.5259], [-0.4897, -1.4692, -0.7746], [-2.6236, 0.9106, -0.0253], [-1.9223, 0.1217, 1.3759], [-2.6665, -0.9828, 0.1589], [-0.1644, 1.5872, 0.2424], [-0.0288, 1.4460, -1.4540], [1.9769, 0.3945, -1.3996], [2.0720, 1.1678, 0.2901], [2.0166, -1.6677, 0.0609], [1.7778, -0.5874, 1.4240]], "homo_lumo_gap_ev": 10.2, "molar_mass_g_mol": 99.133, "homo_energy_ev": -9.152, "de_lowest_kcal_mol": 91.1, "total_charge": 0, "smiles": "C[C@@]12CCCN1O2", "total_energy_ev": -8865.26384}

Entry 2:
{"formula": "C48H50F4N7O3PS2Si3Zr", "method": "ωB97M-V with the def2-TZVPD basis set", "symbols": ["Zr", "O", "S", "O", "O", "C", "C", "C", "C", "C", "C", "P", "C", "C", "C", "C", "C", "C", "C", "C", "C", "C", "C", "C", "H", "H", "H", "H", "H", "H", "H", "H", "H", "H", "H", "H", "H", "H", "C", "Si", "C", "C", "C", "Si", "C", "C", "C", "Si", "C", "C", "C", "C", "C", "C", "C", "N", "H", "H", "H", "H", "H", "H", "H", "H", "H", "H", "H", "H", "H", "H", "H", "H", "H", "H", "H", "H", "H", "H", "H", "H", "H", "H", "H", "H", "F", "C", "C", "F", "C", "C", "C", "F", "C", "C", "C", "N", "C", "N", "F", "C", "C", "N", "C", "N", "S", "C", "N", "C", "C", "C", "N", "H", "H", "H", "H", "H", "H", "H", "H"], "coordinates": [[-0.7462, 0.4914, 0.4580], [-0.4997, -0.0227, 3.9922], [0.3731, 0.0917, 2.8863], [0.1984, 1.3878, 2.0573], [0.1492, -0.9097, 1.7357], [1.9944, -0.1010, 3.4730], [2.1000, -0.1205, 4.8681], [3.3383, -0.3564, 5.4324], [4.4293, -0.6051, 4.6128], [4.3004, -0.6048, 3.2310], [3.0840, -0.3308, 2.6204], [2.9496, -0.2790, 0.7814], [4.6297, 0.4031, 0.4233], [5.5878, -0.1570, -0.4154], [6.8113, 0.4762, -0.6140], [7.0933, 1.6804, 0.0096], [6.1439, 2.2507, 0.8493], [4.9301, 1.6165, 1.0529], [3.1432, -2.0740, 0.4532], [3.5116, -2.4972, -0.8185], [3.7516, -3.8385, -1.0850], [3.5765, -4.7850, -0.0878], [3.1358, -4.3848, 1.1676], [2.9265, -3.0417, 1.4387], [1.2245, 0.0344, 5.4798], [3.4463, -0.3657, 6.5084], [5.3989, -0.7979, 5.0539], [5.1635, -0.8273, 2.6165], [5.4266, -1.1078, -0.9026], [7.5463, 0.0112, -1.2580], [8.0508, 2.1616, -0.1391], [6.3496, 3.1877, 1.3509], [4.2225, 2.0624, 1.7430], [3.6123, -1.7769, -1.6197], [4.0793, -4.1412, -2.0718], [3.7821, -5.8291, -0.2852], [2.9723, -5.1201, 1.9448], [2.5948, -2.7554, 2.4282], [-3.1883, 2.5595, -2.0103], [-2.4596, 3.3635, -0.5142], [-2.8059, 5.1653, -0.6803], [-2.9177, 2.6649, 1.1893], [-0.5038, 3.0284, -0.5607], [0.7170, 4.4438, 0.0396], [2.3171, 3.6401, 0.4868], [0.8897, 5.6503, -1.3469], [-0.0301, 5.0885, 1.6024], [1.0797, 1.3957, -2.3545], [2.8867, 1.6731, -2.3984], [0.3352, 2.1819, -3.8359], [0.5979, -0.4636, -2.4175], [1.3180, -1.5427, -3.1312], [1.0736, -2.8279, -2.8772], [0.3118, -3.2405, -1.6974], [-0.2338, -2.3696, -0.8564], [-0.2864, -0.9470, -1.1669], [-4.1813, 2.1575, -1.7906], [-2.5785, 1.7624, -2.4308], [-3.3098, 3.3256, -2.7793], [-3.8951, 5.2749, -0.6350], [-2.4845, 5.5290, -1.6588], [-2.3795, 5.8114, 0.0818], [-3.7135, 1.9211, 1.1406], [-3.2850, 3.4683, 1.8330], [-2.0540, 2.2486, 1.7341], [2.8210, 3.1476, -0.3444], [2.1536, 2.9017, 1.2753], [2.9991, 4.4025, 0.8751], [1.3204, 5.1826, -2.2360], [1.5635, 6.4548, -1.0386], [-0.0598, 6.1092, -1.6295], [-0.1017, 4.2917, 2.3478], [-1.0133, 5.5388, 1.4935], [0.6342, 5.8577, 2.0066], [3.1084, 2.7397, -2.4911], [3.2293, 1.1936, -3.3228], [3.4671, 1.2758, -1.5690], [0.5131, 3.2624, -3.8259], [-0.7399, 2.0130, -3.9132], [0.7994, 1.7786, -4.7409], [2.0042, -1.2410, -3.9145], [1.5508, -3.5966, -3.4694], [0.2912, -4.2903, -1.4370], [-0.6440, -2.6399, 0.1043], [-3.9474, -2.4710, -4.4571], [-4.2490, -1.8623, -3.3101], [-5.5111, -1.9725, -2.8117], [-6.3834, -2.7070, -3.4976], [-5.9481, -1.3391, -1.5989], [-4.8928, -0.6243, -0.9378], [-3.6299, -0.6095, -1.4374], [-2.6851, 0.1685, -0.7503], [-3.2202, -1.1653, -2.6471], [-1.9155, -0.8891, -3.1877], [-0.8444, -0.6306, -2.4451], [-0.1323, 1.8627, -1.0593], [-1.7064, -0.7084, -4.6093], [-1.4537, -0.5233, -5.7139], [-5.1554, 0.0846, 0.1664], [-7.2455, -1.3866, -1.1191], [-8.3076, -2.0744, -1.7941], [-9.1973, -2.6045, -2.2938], [-7.6289, -0.7429, 0.1056], [-7.9332, -0.2285, 1.0894], [-2.7743, -0.3585, 2.0050], [-2.8229, -2.0933, 2.1753], [-2.7476, -2.6019, 3.3882], [-2.9148, -4.0319, 3.7014], [-2.5508, -4.8513, 2.4766], [-3.3068, -4.3195, 1.2738], [-3.0011, -2.8872, 1.1253], [-2.6078, -1.9414, 4.1391], [-3.9453, -4.2133, 4.0073], [-2.2654, -4.2664, 4.5412], [-2.7987, -5.8978, 2.6420], [-1.4757, -4.7830, 2.2932], [-4.3832, -4.4483, 1.4024], [-3.0132, -4.8243, 0.3561], [-3.3036, -2.4280, 0.2748]], "homo_lumo_gap_ev": 3.5, "molar_mass_g_mol": 1119.556, "homo_energy_ev": -10.909, "de_lowest_kcal_mol": 111.5, "total_charge": 2, "total_energy_ev": -133889.07824}

no.,lowest unoccupied orbital energy (hartree),strongest force on any atom (eV/Å)
1,0.0368,3.818
2,-0.2729,2.190